The molecule C32H28ClN3O4S. Source: the OMol25 dataset; level of theory: ωB97M-V/def2-TZVPD.

Its molecular weight is 586.11 g/mol. As for the LUMO energy: 0.437 eV. The HOMO-LUMO gap comes out at 9.40 eV. For the electronic energy, the calculation gives -2559.8783 Eh.

The geometry in XYZ format:
```
69
Properties=species:S:1:pos:R:3:forces:R:3
O 1.2314 4.3137 3.1275 0.1550 0.0469 0.1194
C 0.8457 3.5138 2.2892 -0.0266 -0.1671 0.1233
C 1.1352 2.0514 2.4567 -0.0320 -0.2834 0.2277
C 2.4416 1.6757 2.7618 -0.1179 0.0399 -0.0672
C 2.7678 0.3535 2.9968 -0.1818 -0.1428 -0.0658
C 1.7712 -0.6101 2.9152 -0.0861 0.2172 -0.0139
Cl 2.0886 -2.2663 3.2214 0.6783 -0.3466 0.2589
C 0.4738 -0.2424 2.6084 -0.2836 -0.4274 0.0735
S -0.7541 -1.5436 2.5096 -0.8429 0.2226 0.5725
O -0.4140 -2.5429 1.5459 -0.0386 0.2006 -0.1896
O -1.0551 -1.9573 3.8471 -0.0170 0.2634 0.0562
N -2.1343 -0.7315 1.9961 0.6505 -0.1821 0.7126
C -2.7624 -0.8320 0.7614 0.0295 -0.1703 -0.8660
C -4.1533 -0.7112 0.7106 0.1770 0.0230 0.1631
C -4.8306 -0.7599 -0.4899 0.0745 0.0064 -0.0142
C -4.1304 -0.9381 -1.6725 -0.0307 0.0029 -0.0778
C -2.7567 -1.0720 -1.6314 -0.0424 0.0119 0.1530
C -2.0547 -1.0325 -0.4278 -0.2768 0.1303 0.0127
C -0.5619 -1.0431 -0.4923 0.0289 0.3137 -0.6012
O 0.0850 -0.0967 -0.0520 -0.0813 -0.0271 -0.1056
N 0.0066 -2.0283 -1.2087 0.1037 -0.0794 -0.1317
C 1.4373 -2.0174 -1.4271 0.4165 0.2226 0.0611
C 2.1227 -2.9655 -0.4506 -0.1618 0.1947 -0.0499
C 1.4843 -4.3223 -0.4995 0.0255 -0.0179 0.0069
C 2.1733 -5.4411 -0.0466 -0.0578 -0.0343 -0.0095
C 1.5894 -6.6927 -0.0689 0.0810 -0.0464 0.0455
C 0.2981 -6.8398 -0.5481 -0.0983 -0.0552 -0.0197
C -0.3961 -5.7322 -0.9949 0.0431 0.0358 -0.0134
C 0.1860 -4.4707 -0.9726 0.0642 -0.0669 0.0127
C -0.6162 -3.2993 -1.4872 -0.2996 -0.2435 -0.1176
C 0.1413 1.0813 2.4115 0.2031 0.3082 0.0891
N 0.1463 3.9051 1.2055 -0.1493 0.1891 -0.1069
C -0.0591 5.3431 1.0693 -0.0126 0.4214 0.2988
C -0.5552 5.7344 -0.3222 0.0526 -0.1773 0.0647
C 0.2540 5.0302 -1.3680 -0.0275 0.0006 -0.0462
C 0.8181 5.6478 -2.4714 -0.0309 -0.0302 0.0524
C 1.5466 4.8996 -3.3817 0.0556 0.0115 -0.0978
C 1.7195 3.5389 -3.1888 0.0641 -0.0207 -0.0963
C 1.1681 2.9184 -2.0800 -0.0787 0.0184 0.0384
C 0.4333 3.6633 -1.1744 0.0049 0.0079 -0.0143
C -0.1845 3.0746 0.0614 -0.0286 -0.2306 -0.2571
H 3.2008 2.4408 2.8214 0.0643 0.0647 0.0363
H 3.7762 0.0613 3.2409 0.0946 -0.0463 0.0302
H -2.7661 -0.6097 2.7737 0.0646 -0.0432 0.1511
H -4.6970 -0.5691 1.6339 -0.0727 -0.0077 0.1001
H -5.9053 -0.6585 -0.5024 -0.0839 0.0096 0.0182
H -4.6510 -0.9689 -2.6169 -0.0380 0.0054 -0.0857
H -2.2016 -1.1919 -2.5500 0.0732 -0.0447 -0.0797
H 1.7917 -0.9945 -1.2882 -0.0196 -0.1535 -0.1101
H 1.6222 -2.3341 -2.4598 0.0086 0.0455 0.0416
H 3.1901 -3.0331 -0.6696 -0.0076 0.0081 0.0060
H 2.0053 -2.5680 0.5596 0.1000 0.0567 -0.0379
H 3.1794 -5.3204 0.3291 0.1214 0.0142 0.0330
H 2.1375 -7.5524 0.2873 0.0476 -0.0703 0.0268
H -0.1675 -7.8139 -0.5682 -0.0400 -0.0772 0.0003
H -1.4064 -5.8406 -1.3644 -0.1265 -0.0266 -0.0372
H -1.6054 -3.3232 -1.0270 0.1132 -0.0208 -0.1158
H -0.7390 -3.4089 -2.5766 -0.0839 0.0051 0.1463
H -0.8850 1.3397 2.2081 -0.0495 0.0742 -0.1205
H 0.8954 5.8387 1.2801 -0.1589 -0.0215 -0.0145
H -0.7691 5.6715 1.8367 0.1242 0.0553 -0.0572
H -1.6051 5.4440 -0.4297 -0.0380 0.0706 -0.0038
H -0.4930 6.8170 -0.4343 -0.0541 -0.0248 0.0310
H 0.6864 6.7097 -2.6214 -0.0128 0.1166 -0.0097
H 1.9842 5.3815 -4.2435 0.0405 0.0342 -0.0745
H 2.2913 2.9625 -3.9008 0.0547 -0.0470 -0.0604
H 1.2989 1.8596 -1.9126 0.0312 -0.1535 0.0234
H 0.1641 2.0544 0.2085 -0.1363 0.1689 -0.0399
H -1.2783 3.0505 -0.0530 0.0785 -0.1315 0.0215
```
Forces are in eV/Å.